1.
C66H113BN20O10 | ωB97M-V/def2-TZVPD

Geometry (Å):
O (-1.4406, 4.5284, -0.0759)
O (-1.6893, 0.6954, -2.4971)
O (-0.1264, 2.6569, -2.6265)
O (0.2872, -1.6536, -0.7435)
O (0.2154, 0.6646, -1.0530)
O (-5.7856, 3.4276, -1.0163)
O (-0.2157, 4.9236, -2.8111)
O (-6.7322, 3.4360, -2.8091)
O (-2.1128, -1.4870, -2.5286)
O (-1.3749, 2.3119, -0.7070)
N (-5.2363, 4.0264, 4.9828)
N (7.1653, -3.5926, -0.7833)
N (2.4367, -4.5426, 6.3380)
N (4.5988, 3.0331, -0.1083)
N (-1.6809, -6.0946, 2.8513)
N (-2.2217, -0.5388, -6.8000)
N (0.9197, 11.2685, 1.3056)
N (-1.3743, 1.4090, -6.5312)
N (3.4938, 3.4239, -2.0487)
N (-0.1916, 1.7067, 4.5577)
N (1.8389, -4.0807, 4.2094)
N (1.5061, -4.6512, -4.0704)
N (-4.3692, 3.2106, 3.0387)
N (1.0466, 10.1337, -0.6250)
N (3.4105, -5.4183, -4.9071)
N (-6.1527, -3.7625, 0.3752)
N (-1.2943, -5.6206, 0.6671)
N (-8.2735, -4.2760, -0.2889)
N (0.7590, 3.6489, 4.0443)
N (5.0876, -2.8039, -1.0113)
C (1.8148, -3.9360, 2.7810)
C (-6.1647, -4.9829, -0.3207)
C (-2.2254, 1.5596, -7.6534)
C (4.8418, -5.4077, -5.1499)
C (-0.9773, -7.1511, 2.2940)
C (1.2279, -5.6528, -4.9245)
C (0.7057, -4.0556, 5.0539)
C (-1.5164, 0.2091, -5.8648)
C (-1.0193, 2.7206, 5.1394)
C (4.3756, 3.9495, -1.0796)
C (-0.4651, 2.5158, -6.1369)
C (-1.1870, 3.6349, -0.8792)
C (-0.7291, -6.8140, 0.8954)
C (-4.0001, -2.6036, -0.2176)
C (-3.7168, 4.4353, 3.2719)
C (0.8902, 2.3292, 4.0454)
C (-0.4957, 3.8578, -2.2300)
C (-4.3309, 4.9889, 4.4363)
C (7.2537, -2.4173, -1.5732)
C (1.0471, -4.3836, 6.3471)
C (2.2836, 10.0252, -0.0319)
C (9.3162, -4.6088, -1.4611)
C (0.3148, 11.9808, 2.4446)
C (-6.1585, 4.3076, 6.1194)
C (-1.4925, -0.5060, -2.0955)
C (5.8564, -3.7593, -0.4124)
C (-9.6980, -4.1827, -0.4802)
C (0.6024, 9.6669, -1.9310)
C (2.3844, -6.2072, -5.4205)
C (3.7031, -2.4177, -0.5261)
C (3.2020, -4.7460, 7.5547)
C (-0.1096, 8.3160, -1.8183)
C (-1.4460, -6.6580, 5.3010)
C (-4.3645, 3.5916, -2.8493)
C (5.2318, 3.1732, 1.2209)
C (-0.3065, 0.2475, 4.5775)
C (0.3346, 10.9996, 0.1595)
C (2.8859, -4.4377, 5.0408)
C (-0.2107, -0.6418, -1.2316)
C (0.8358, -2.8288, 2.4225)
C (6.0042, -1.9341, -1.6652)
C (3.3795, 2.0872, -1.7092)
C (-5.3142, 3.0277, 4.0288)
C (-7.5010, -5.2744, -0.8132)
C (-1.9634, -5.2495, 1.8223)
C (-2.3599, -1.9754, -6.6468)
C (-0.4056, 3.9196, 4.7504)
C (5.2045, 4.5360, 1.8779)
C (1.4601, 4.4495, 1.9909)
C (-4.1480, 2.3067, 1.8749)
C (2.8510, -4.5121, -4.0026)
C (-7.4165, -3.3579, 0.2760)
C (2.2084, 10.7540, 1.2288)
C (-2.2198, -5.8660, 4.2444)
C (-2.7370, 1.6541, 1.7935)
C (-5.6830, 3.4723, -2.2002)
C (0.5354, -3.8855, -3.2776)
C (-4.9793, -3.1105, 0.8339)
C (5.5351, -6.5899, -4.2514)
C (-3.8201, -2.4222, -6.3775)
C (-1.2070, -4.7857, -0.5092)
C (1.5736, 4.5821, 3.4711)
C (3.1310, 4.0902, -3.3010)
C (8.3070, -4.2404, -0.3058)
C (3.9427, 1.8294, -0.4167)
C (-2.6704, 0.2466, -7.8657)
B (-0.6929, 1.6214, -1.7987)
H (8.7858, -4.9553, -2.3481)
H (-9.8155, -3.1405, -0.7771)
H (-4.3886, 3.7069, -3.9329)
H (-3.2104, -6.2899, 4.0796)
H (3.4183, -3.8019, 8.0548)
H (-1.9890, 2.4456, 1.8407)
H (1.4301, 9.7121, -2.6387)
H (-4.3238, -1.8906, -5.5702)
H (-0.8604, 3.4854, -5.8342)
H (3.4793, -1.3885, -0.2453)
H (-3.0397, -2.4317, 0.2684)
H (-0.6166, 11.4308, -0.1159)
H (6.2805, 2.8810, 1.2740)
H (-4.9855, 1.6157, 1.7789)
H (1.0057, -1.9886, 3.0958)
H (1.0826, -2.5345, 1.4024)
H (-5.2951, -5.6202, -0.3835)
H (3.2932, -3.0699, 0.2451)
H (1.4011, -4.8633, 2.3846)
H (1.0072, 12.1736, 3.2641)
H (0.2959, 2.6067, -6.9119)
H (4.1939, -5.1524, 7.3570)
H (-7.1814, 4.5007, 5.7962)
H (-5.4051, -2.2885, 1.4094)
H (6.5717, -6.6254, -4.5866)
H (-1.6835, -5.3376, -1.3194)
H (-7.7658, -2.3827, 0.5813)
H (3.0309, -2.6051, -1.3635)
H (-4.4869, -3.7019, 1.6058)
H (-0.7575, 4.9365, 4.8433)
H (-0.2917, -7.2943, 0.0326)
H (-0.1355, -4.6430, -0.6490)
H (0.0657, 12.9949, 2.1321)
H (-9.8978, -4.8196, -1.3419)
H (0.5416, -4.5078, 7.2933)
H (0.6722, -0.2165, 4.4556)
H (-4.1317, 5.8969, 4.9860)
H (-6.1095, 3.4538, 6.7951)
H (1.6575, 1.8322, 3.4704)
H (2.7608, 1.4924, -2.3647)
H (8.7077, -3.5900, 0.4717)
H (3.3177, -3.9239, -3.2264)
H (-1.8513, -2.3734, -5.7687)
H (4.4619, 5.2324, 1.4885)
H (-0.2024, 7.7718, -2.7581)
H (3.9639, 4.5298, -3.8498)
H (3.9362, -4.4846, 4.7941)
H (4.7548, 2.4643, 1.8977)
H (-4.3067, 2.9049, 0.9776)
H (-0.7862, 0.0348, 5.5329)
H (-1.5952, -3.8080, -0.2236)
H (-2.6175, 0.9548, 2.6210)
H (0.4643, 7.6154, -1.2117)
H (-0.6777, -7.9682, 2.9336)
H (0.0584, 2.2212, -5.2274)
H (2.6080, -7.0398, -6.0711)
H (-4.3549, -2.2080, -7.3028)
H (4.8706, -5.7117, -6.1962)
H (-3.7928, -3.5088, -6.2945)
H (-1.1132, 8.4830, -1.4270)
H (-2.3651, -4.7942, 4.3792)
H (-2.9902, 4.8290, 2.5766)
H (3.9943, 0.9931, 0.2647)
H (-3.9277, -3.2992, -1.0537)
H (-4.1989, -1.6714, -0.7463)
H (7.9362, -5.1889, 0.0826)
H (6.1564, 5.0665, 1.8575)
H (1.7963, 5.3346, 1.4508)
H (-0.8331, -0.2443, 3.7596)
H (0.9083, -3.4280, -2.3611)
H (8.1608, -2.0718, -2.0467)
H (-3.1827, -0.1150, -8.7450)
H (-0.3019, -4.5272, -3.0034)
H (-2.3820, -4.2645, 1.9667)
H (0.2091, -5.9890, -5.0491)
H (5.6649, -1.0139, -2.1174)
H (-1.9318, -2.5550, -7.4647)
H (5.2931, -4.4269, -4.9999)
H (2.6446, 3.4616, -4.0469)
H (0.4374, 4.2171, 1.6937)
H (3.0307, 10.8783, 1.9179)
H (-0.0472, 10.3602, -2.4651)
H (2.4447, 4.8843, -3.0071)
H (-0.4460, 11.3022, 2.8304)
H (2.1496, 3.6559, 1.7033)
H (-0.2140, -3.9096, 4.5069)
H (-2.1141, 2.4468, -8.2591)
H (-5.9922, 2.1872, 4.0437)
H (9.9748, -5.4041, -1.1121)
H (2.7713, -5.5020, 8.2113)
H (-2.5356, 1.2070, 0.8201)
H (3.1278, 9.5849, -0.5417)
H (-1.8770, 2.4451, 5.7351)
H (-3.8550, 4.5079, -2.5513)
H (-0.3767, -6.4499, 5.3402)
H (5.0063, -7.5429, -4.2668)
H (1.2970, 5.5713, 3.8360)
H (-1.0253, 0.0031, -4.9253)
H (-0.2318, -3.0484, 2.4162)
H (0.2026, -3.1325, -3.9919)
H (4.9253, 4.8791, -1.0842)
H (-5.8478, 5.2493, 6.5720)
H (-7.9769, -6.0865, -1.3429)
H (5.6083, -6.4302, -3.1756)
H (4.9996, 4.4513, 2.9451)
H (2.8328, -3.9190, 2.3916)
H (2.6098, 4.4366, 3.7765)
H (-3.6471, 2.7735, -2.7855)
H (5.5920, -4.4993, 0.3285)
H (-10.1532, -4.2370, 0.5087)
H (9.8057, -3.6700, -1.7203)
H (-1.8877, -6.2630, 6.2159)
H (-1.6885, -7.7206, 5.3118)

Calculated values
E: -4451.68062 a.u.
LUMO level: -14.53 eV
HOMO level: -16.30 eV
F_max: 8.776 eV/A
molar mass: 1357.57 g mol⁻¹
total charge: +8
HOMO-LUMO gap: 1.77 eV

Results of the Mulliken charge analysis, in e, for atoms 1 through 5: O -0.624; O -0.953; O -0.005; O -0.378; O -0.194

2.
C4H6N2O2 | ωB97M-V/def2-TZVPD

Geometry (Å):
O (-1.8338, -0.7036, 2.5728)
O (-0.1164, -1.0829, 1.2952)
N (0.5684, -1.1611, 0.0038)
N (-0.7499, 0.8033, -1.8890)
C (-1.3561, 0.7728, 0.6256)
C (1.8989, -0.6530, -0.0577)
C (-1.1512, 0.7902, -0.6282)
C (-1.1750, -0.4610, 1.5889)
H (-1.2083, 0.8324, -2.7864)
H (-1.7356, 1.6184, 1.1680)
H (2.2173, -0.5687, -1.1131)
H (1.8277, 0.3272, 0.4510)
H (0.2185, 0.5968, -1.8765)
H (2.5955, -1.1108, 0.6455)

Calculated values
E: -415.76941 a.u.
LUMO level (alpha / beta): 0.19 / -0.61 eV
HOMO level (alpha / beta): -8.49 / -6.80 eV
F_max: 5.563 eV/A
molar mass: 114.10 g mol⁻¹
HOMO-LUMO gap (alpha / beta): 8.67 / 6.19 eV

Results of the Mulliken charge analysis, in e, for atoms 1 through 5: O -0.571; O -0.153; N -0.481; N -0.348; C -0.571

3.
CH9N2O | ωB97M-V/def2-TZVPD

Geometry (Å):
O (-2.3836, 0.1970, 1.5090)
N (-0.1004, 0.6216, -0.4908)
N (1.3697, -1.2908, -0.7820)
C (1.3115, 0.0177, -0.3126)
H (-0.3748, 0.2954, -1.4225)
H (0.8879, -2.0206, -0.2901)
H (1.5374, 0.0921, 0.7480)
H (-0.1204, 1.6415, -0.5994)
H (1.9754, 0.6814, -0.8598)
H (-3.2604, 0.5930, 1.6093)
H (-1.9342, 0.4556, 2.3281)
H (1.9256, -1.5383, -1.5777)
H (-0.8338, 0.2543, 0.1406)

Calculated values
E: -228.00428 a.u.
LUMO level: -3.40 eV
HOMO level: -14.51 eV
F_max: 1.506 eV/A
molar mass: 65.10 g mol⁻¹
total charge: +1
HOMO-LUMO gap: 11.11 eV

Results of the Mulliken charge analysis, in e, for atoms 1 through 5: O -0.699; N -0.315; N -0.420; C -0.314; H 0.390

Q: The highest F_max belongs to which entry?
A: C66H113BN20O10

Copy entry 2 word for word.
C4H6N2O2 | ωB97M-V/def2-TZVPD

Geometry (Å):
O (-1.8338, -0.7036, 2.5728)
O (-0.1164, -1.0829, 1.2952)
N (0.5684, -1.1611, 0.0038)
N (-0.7499, 0.8033, -1.8890)
C (-1.3561, 0.7728, 0.6256)
C (1.8989, -0.6530, -0.0577)
C (-1.1512, 0.7902, -0.6282)
C (-1.1750, -0.4610, 1.5889)
H (-1.2083, 0.8324, -2.7864)
H (-1.7356, 1.6184, 1.1680)
H (2.2173, -0.5687, -1.1131)
H (1.8277, 0.3272, 0.4510)
H (0.2185, 0.5968, -1.8765)
H (2.5955, -1.1108, 0.6455)

Calculated values
E: -415.76941 a.u.
LUMO level (alpha / beta): 0.19 / -0.61 eV
HOMO level (alpha / beta): -8.49 / -6.80 eV
F_max: 5.563 eV/A
molar mass: 114.10 g mol⁻¹
HOMO-LUMO gap (alpha / beta): 8.67 / 6.19 eV

Results of the Mulliken charge analysis, in e, for atoms 1 through 5: O -0.571; O -0.153; N -0.481; N -0.348; C -0.571

Q: Which value of F_max does entry 3 give?
A: 1.506 eV/A

Q: What is the E in the second record?
A: -415.76941 a.u.